(1)
Formula: C37H38N7O5PTeY
Source: OMol25
Level of theory: ωB97M-V with the def2-TZVPD basis set

The geometry in XYZ format:
```
90
Properties=species:S:1:pos:R:3:lowdin_charge:R:1
Te -4.039 0.576 1.001 1.452
Y -0.474 0.169 0.068 1.458
P 1.249 1.298 -2.743 1.199
O 1.308 -0.170 3.459 0.070
O -1.385 2.148 -3.453 -0.102
O -0.434 0.603 2.256 -0.220
O -0.311 -2.666 3.172 0.083
O -0.450 -1.775 1.112 -0.197
N 0.345 2.438 -0.273 -0.036
N 1.985 0.047 -0.373 -0.004
N -0.223 -1.059 -2.024 -0.029
N -2.019 1.305 -1.466 0.105
N 0.592 3.866 -1.921 -0.112
N -0.249 -0.566 -4.161 -0.112
N 3.707 0.284 -1.706 -0.119
C -6.795 -0.959 3.997 -0.018
C -0.085 0.158 -5.412 -0.028
C -6.189 -0.582 2.806 -0.301
C 0.254 4.585 -0.810 -0.039
C -5.033 -0.789 -1.905 -0.068
C -6.122 3.757 -3.002 -0.087
C -0.903 -1.758 -4.013 -0.036
C 0.148 -0.163 -2.930 -0.479
C -6.207 -0.712 5.230 -0.266
C 3.078 -0.482 0.250 -0.072
C 0.299 -0.334 2.810 -0.593
C 0.747 4.402 -3.264 -0.026
C -3.608 2.627 -2.689 -0.177
C -3.799 -4.083 -0.479 -0.085
C -4.407 -1.786 -0.970 -0.333
C -2.256 2.000 -2.544 -0.586
C -3.412 -2.382 1.158 -0.135
C -5.509 3.119 -4.075 -0.078
C 2.383 0.507 -1.546 -0.461
C 0.641 2.558 -1.558 -0.485
C -4.322 0.317 4.087 -0.295
C -3.937 -1.423 0.298 -0.484
C -4.938 0.057 2.857 -0.402
C -4.979 -0.073 5.252 -0.019
C -4.251 2.563 -3.921 -0.032
C -0.883 -2.051 -2.681 -0.089
C -3.342 -3.711 0.776 -0.066
C -0.191 -1.748 2.397 -0.579
C -4.324 -3.127 -1.337 -0.069
C -2.990 0.998 4.245 -0.068
C 4.513 0.642 -2.860 -0.022
C -5.475 3.837 -1.780 -0.075
C -6.878 -1.129 6.510 -0.050
C -4.219 3.268 -1.619 -0.069
C 0.107 3.687 0.206 -0.091
C -6.887 -0.917 1.515 -0.081
C 4.158 -0.340 -0.570 -0.038
H 4.142 0.144 -3.754 0.089
H 0.051 3.890 -3.926 0.074
H 5.535 0.322 -2.678 0.091
H -2.904 -4.434 1.450 0.113
H -7.757 -1.459 3.958 0.113
H 5.190 -0.616 -0.449 0.121
H -5.948 4.339 -0.946 0.105
H -7.105 4.193 -3.123 0.101
H 0.929 0.046 -5.794 0.089
H -3.707 3.324 -0.667 0.082
H -6.017 -0.484 -1.539 0.079
H -6.261 -1.845 7.056 0.082
H -3.099 1.910 4.835 0.087
H -6.384 -1.743 1.005 0.075
H -4.689 -3.422 -2.315 0.107
H -4.501 0.127 6.205 0.125
H 3.015 -0.901 1.240 0.118
H -6.890 -0.069 0.830 0.048
H -5.159 -1.216 -2.900 0.079
H -3.747 -5.118 -0.793 0.101
H 0.159 5.656 -0.840 0.121
H -7.917 -1.216 1.708 0.078
H -1.316 -2.282 -4.855 0.122
H -3.037 -2.091 2.131 0.102
H -4.430 0.113 -1.995 0.031
H -0.159 3.849 1.237 0.117
H -2.298 0.347 4.782 0.095
H -1.316 -2.885 -2.154 0.112
H -7.040 -0.272 7.165 0.080
H 4.502 1.719 -3.016 0.089
H -3.750 2.074 -4.747 0.114
H -0.787 -0.251 -6.134 0.095
H 1.771 4.279 -3.614 0.084
H -7.843 -1.595 6.317 0.071
H -6.015 3.058 -5.030 0.101
H -0.326 1.204 -5.242 0.065
H 0.505 5.461 -3.236 0.093
H -2.521 1.252 3.301 0.000
```

As for the HOMO-LUMO gap (alpha / beta): 7.509 / 6.647 eV. Its LUMO energy (alpha / beta) is 0.05 / -0.80 eV. As for the net charge: 0. Its spin multiplicity is 2.

---

(2)
Formula: C23H20N6O4SYb
Source: OMol25
Level of theory: ωB97M-V with the def2-TZVPD basis set

The geometry in XYZ format:
```
55
Properties=species:S:1:pos:R:3:lowdin_charge:R:1
Yb -0.070 0.527 -0.985 1.637
S -2.325 1.123 -2.022 0.560
O -1.496 0.062 -2.651 -0.393
O 0.861 1.123 -2.947 -0.049
O -2.622 0.660 -0.662 -0.351
O 1.061 2.331 -1.148 -0.106
N 0.069 -1.011 0.837 -0.092
N -0.130 -0.644 2.135 0.079
N -0.575 3.325 2.686 0.145
N -0.334 1.520 1.248 0.048
N 0.695 -1.701 -1.657 0.015
N -1.534 2.453 -1.771 -0.218
C -0.483 2.791 1.471 -0.107
C 0.522 -4.331 -2.516 -0.024
C -7.032 2.228 -5.619 -0.038
C -5.877 1.914 -4.711 -0.253
C -0.608 3.103 5.100 -0.004
C 0.624 2.193 -2.343 -0.679
C -0.363 1.155 3.671 -0.081
C -4.756 1.241 -5.189 -0.021
C 0.170 -3.994 -1.216 0.006
C -0.265 0.634 2.317 -0.258
C -0.302 0.344 4.807 0.000
C -0.062 -2.248 0.541 -0.035
C -3.749 1.353 -3.029 -0.286
C -0.541 2.285 6.207 -0.047
C -0.389 0.905 6.062 -0.051
C 0.966 -3.337 -3.369 -0.018
C 1.033 -2.032 -2.898 -0.090
C 0.267 -2.670 -0.821 -0.253
C -0.517 2.536 3.833 -0.164
C -0.583 3.024 -2.746 -0.135
C -4.855 2.021 -2.522 -0.044
C -5.915 2.289 -3.366 -0.023
C -3.685 0.958 -4.356 -0.046
H -0.860 2.867 -3.788 0.124
H -6.792 2.796 -2.983 0.123
H -0.604 2.716 7.197 0.117
H -0.547 3.452 0.616 0.137
H -0.459 4.083 -2.535 0.120
H -0.731 4.174 5.209 0.121
H 0.451 -5.355 -2.857 0.121
H -4.874 2.306 -1.478 0.122
H -0.340 0.272 6.937 0.114
H 1.368 -1.222 -3.533 0.116
H -0.689 4.319 2.795 0.168
H 1.251 -3.557 -4.387 0.118
H -0.189 -0.723 4.674 0.117
H -7.291 3.285 -5.554 0.088
H -4.723 0.931 -6.225 0.119
H -2.814 0.427 -4.718 0.115
H -0.171 -4.745 -0.516 0.123
H -0.384 -2.979 1.277 0.139
H -7.913 1.655 -5.322 0.091
H -6.798 1.984 -6.652 0.079
```

As for the HOMO-LUMO gap (alpha / beta): 7.544 / 7.545 eV. Its LUMO energy (alpha / beta) is -3.68 / -3.68 eV. As for the net charge: +1. Its spin multiplicity is 2.

---

(3)
Formula: C3H11NO3
Source: OMol25
Level of theory: ωB97M-V with the def2-TZVPD basis set

The geometry in XYZ format:
```
18
Properties=species:S:1:pos:R:3:lowdin_charge:R:1
O 0.751 1.173 1.622 0.047
O -3.022 0.554 0.953 -0.056
O 1.126 2.157 -1.927 -0.058
N 0.839 -1.364 -0.156 -0.102
C 1.041 0.012 1.747 -0.240
C 0.170 -0.819 -1.339 -0.117
C 0.149 -1.052 1.124 -0.176
H 1.280 2.799 -1.227 0.046
H 1.901 -0.369 2.323 0.121
H 0.153 -1.953 1.721 0.114
H -2.369 -0.153 0.947 -0.013
H 0.643 0.147 -1.571 0.044
H 0.346 -1.427 -2.223 0.082
H -2.528 1.378 0.933 0.038
H 0.389 2.404 -2.485 0.041
H 0.826 -2.371 -0.212 0.088
H -0.862 -0.493 -1.183 0.074
H -0.833 -0.623 0.953 0.067
```

As for the HOMO-LUMO gap: 9.889 eV. Its SMILES is CNCC=O.O.O. Its LUMO energy is 0.74 eV. As for the net charge: 0.

---

(4)
Formula: C42H50BiBrFN6O7P
Source: OMol25
Level of theory: ωB97M-V with the def2-TZVPD basis set

The geometry in XYZ format:
```
109
Properties=species:S:1:pos:R:3:lowdin_charge:R:1
Bi 2.132 -0.932 -0.280 1.836
Br 7.926 4.377 0.156 0.702
P 0.692 -3.959 -1.471 0.322
F -4.795 0.668 0.974 0.029
O 0.059 -2.909 -0.626 -0.345
O -0.313 -5.137 -1.865 -0.155
O 1.969 -4.585 -0.854 -0.169
O -0.168 0.338 -0.598 -0.081
O 2.798 3.219 -1.433 0.006
O 2.267 1.092 -1.903 -0.201
O 1.201 -3.454 -2.878 -0.153
N -1.075 4.316 -0.823 -0.040
N -6.913 2.932 3.346 0.054
N 4.730 -0.773 -0.042 0.010
N 3.194 -2.968 0.559 -0.061
N -5.511 3.441 0.903 -0.094
N 1.694 -0.276 1.521 -0.280
C -5.607 3.680 3.345 -0.073
C 7.193 1.773 1.030 -0.130
C -1.313 5.752 -0.852 -0.194
C -0.372 1.546 -0.698 -0.296
C 5.980 2.584 -0.895 -0.110
C 5.289 -1.890 0.209 -0.082
C -0.799 -5.893 0.407 -0.030
C -3.316 3.842 -0.007 0.051
C 3.105 -5.291 1.227 -0.044
C 5.512 0.402 -0.010 -0.268
C -1.196 6.389 0.525 -0.059
C 2.528 3.154 2.606 -0.121
C -6.965 1.920 2.232 -0.086
C 1.388 -2.008 -4.722 -0.021
C -2.031 3.429 -0.390 -0.125
C 0.420 -2.936 -3.997 -0.603
C 6.945 2.751 0.083 -0.689
C 5.260 1.403 -0.941 -0.015
C 4.453 -5.380 1.155 -0.091
C 0.163 3.848 -1.156 0.035
C 0.015 -4.114 -4.873 -0.025
C -1.350 -5.658 -0.993 -0.615
C -4.254 2.934 0.462 -0.158
C -1.710 2.066 -0.328 -0.028
C 5.208 -4.280 0.680 -0.049
C 6.466 0.595 0.986 -0.025
C -2.663 1.149 0.106 0.096
C -0.796 -2.155 -3.519 -0.026
C 1.154 2.096 4.248 -0.151
C 0.565 2.559 -1.118 -0.020
C 2.477 2.020 1.820 -0.065
C 1.767 0.862 2.227 -0.473
C -3.897 1.584 0.497 -0.183
C -1.751 -6.979 -1.640 -0.029
C -2.521 -4.684 -0.971 -0.034
C 2.426 -4.120 0.673 -0.305
C -6.707 2.637 0.906 -0.140
C 1.873 3.214 3.833 -0.159
C 2.012 2.275 -1.523 -0.664
C 1.095 0.955 3.475 -0.079
C 4.524 -3.110 0.440 -0.316
C -5.479 4.383 1.996 -0.141
H 1.462 -3.899 1.121 0.110
H 4.470 1.277 -1.664 0.090
H 2.280 -2.558 -5.020 0.089
H 6.605 -0.151 1.758 0.114
H 7.926 1.937 1.807 0.098
H 2.505 -6.084 1.649 0.097
H -0.518 -1.432 -2.758 0.073
H 0.892 4.600 -1.431 0.142
H 5.761 3.373 -1.599 0.104
H -1.908 5.956 1.228 0.059
H -7.673 3.607 3.220 0.179
H -2.946 -4.581 -1.970 0.083
H -5.614 4.367 4.190 0.137
H 2.983 2.015 0.865 0.076
H 3.092 4.009 2.249 0.096
H -6.672 1.897 0.110 0.142
H -3.602 4.882 -0.071 0.111
H -0.905 -7.664 -1.658 0.090
H 0.632 2.115 5.200 0.082
H 1.926 4.103 4.449 0.073
H -3.297 -5.060 -0.302 0.086
H 1.686 -1.185 -4.070 0.085
H -0.570 -4.834 -4.305 0.070
H 6.284 -4.317 0.604 0.096
H -1.546 -6.412 1.009 0.090
H 0.098 -6.507 0.361 0.089
H -2.190 -3.710 -0.619 0.071
H -4.819 2.937 3.476 0.148
H -7.558 3.300 0.697 0.133
H -7.947 1.449 2.262 0.138
H -0.560 -4.949 0.893 0.076
H -6.298 5.107 1.883 0.136
H -4.547 4.942 1.984 0.127
H -2.289 5.944 -1.306 0.114
H -7.066 2.475 4.246 0.183
H 0.915 -1.595 -5.614 0.088
H -1.552 -2.818 -3.099 0.072
H 0.899 -4.617 -5.265 0.090
H -1.230 -1.626 -4.372 0.092
H -2.383 0.106 0.162 0.145
H -2.081 -6.810 -2.665 0.084
H 0.537 0.089 3.809 0.087
H -2.566 -7.440 -1.082 0.086
H -0.572 6.179 -1.527 0.123
H -1.382 7.461 0.463 0.077
H -0.197 6.235 0.929 0.087
H 6.375 -1.967 0.299 0.132
H 4.961 -6.266 1.513 0.100
H -0.583 -3.756 -5.713 0.088
H -6.194 1.186 2.452 0.124
```

As for the HOMO-LUMO gap: 3.363 eV. Its LUMO energy is -1.75 eV. As for the net charge: 0.

---

Q: Number 1 is which compound?
A: C37H38N7O5PTeY